ORCA calculation (ωB97M-V with the def2-TZVPD basis set) on a gas-phase ion, C10H21FNO6P2S (charge +1).

Max |F| = 1.4 eV/A
M = 364.292 g mol⁻¹
Net charge = +1
Orbital gap = 0.289 Eh

Atoms and positions in Å:
S1 -2.157 -1.611 0.080
P1 -4.984 0.442 0.267
P2 2.628 -0.173 -1.196
F1 -2.951 2.126 0.478
O1 -5.336 -0.837 0.891
O2 -5.606 1.712 0.953
O3 3.660 0.970 -0.816
O4 -5.270 0.528 -1.283
O5 2.116 -0.758 0.203
O6 3.226 -1.199 -2.056
N1 -2.686 0.229 1.729
C1 -0.835 0.696 -0.646
C2 3.404 1.780 0.359
C3 1.294 0.712 -2.048
C4 1.595 -2.107 0.163
C5 -2.219 -0.979 1.645
C6 2.622 -3.114 0.666
C7 -2.263 0.139 -0.587
C8 4.480 1.538 1.405
C9 -3.150 0.773 0.457
C10 -0.137 0.187 -1.916
H1 1.581 0.650 -3.095
H2 0.729 -2.111 0.822
H3 2.087 -3.916 1.174
H4 1.296 1.770 -1.782
H5 3.448 2.821 0.046
H6 3.128 -3.574 -0.176
H7 5.392 1.251 0.888
H8 1.310 -2.381 -0.849
H9 -5.297 -0.378 -1.623
H10 2.405 1.614 0.758
H11 -0.214 -0.898 -2.004
H12 -2.658 0.087 -1.596
H13 3.332 -2.661 1.347
H14 -0.863 1.782 -0.705
H15 4.207 0.768 2.119
H16 -1.878 -1.509 2.523
H17 -0.245 0.375 0.211
H18 -2.798 0.774 2.576
H19 4.690 2.465 1.934
H20 -6.390 1.422 1.443
H21 -0.696 0.596 -2.761

Forces on the atoms, in the same order (eV/Å):
S 0.35 0.08 -0.05
P -0.26 -0.73 0.59
P 1.06 -0.21 -0.88
F 0.03 0.04 0.11
O 0.23 0.03 -0.13
O 0.12 -0.02 -0.31
O -0.64 -0.17 0.67
O 0.29 0.24 0.19
O -0.44 0.33 -0.17
O -0.34 0.01 0.04
N 0.19 -0.02 -0.04
C 0.23 -0.47 -0.54
C 0.45 0.51 0.11
C -0.40 -0.17 0.20
C 0.51 -0.32 0.54
C -0.22 0.11 -0.07
C -0.50 -0.25 -0.35
C 0.70 -0.84 0.25
C -0.08 0.08 -0.21
C -0.31 1.04 -0.49
C -0.30 0.46 -0.07
H 0.19 0.02 -0.06
H -0.14 0.14 -0.04
H 0.08 -0.04 0.17
H 0.12 0.07 0.09
H 0.01 -0.01 -0.27
H 0.34 0.16 0.01
H 0.11 -0.07 0.03
H -0.21 0.12 -0.10
H -0.26 -0.04 -0.31
H -0.09 -0.19 -0.04
H 0.20 -0.14 0.07
H -0.49 0.13 0.08
H 0.07 0.06 0.08
H -0.08 0.11 0.20
H 0.02 -0.14 0.01
H -0.17 -0.16 0.06
H -0.08 0.24 0.27
H 0.03 -0.15 0.16
H -0.06 0.01 0.17
H -0.18 0.26 0.12
H -0.06 -0.11 -0.09

***

ORCA calculation (ωB97M-V with the def2-TZVPD basis set) on 3 unconnected molecules or ions with the total composition C3H12NO.

Max |F| = 3.1 eV/A
M = 78.135 g mol⁻¹
Net charge = +1
Orbital gap = 0.136 Eh
ΔE to the lowest compared entry with this formula, charge and spin = 201.2 kcal/mol

Atoms and positions in Å:
O1 0.907 0.400 0.404
N1 2.580 -1.146 -0.589
C1 1.943 -1.070 -1.865
C2 -2.044 1.547 0.699
C3 -2.062 0.105 1.227
H1 -1.094 -0.385 1.181
H2 -3.058 1.845 0.436
H3 1.450 -0.110 -1.906
H4 2.733 -2.086 -0.188
H5 -2.433 0.038 2.257
H6 1.869 -0.610 0.054
H7 1.354 1.106 0.920
H8 1.131 -1.812 -1.978
H9 -1.795 2.190 1.560
H10 2.554 -1.183 -2.760
H11 -2.763 -0.483 0.623
H12 -1.273 1.655 -0.075

Forces on the atoms, in the same order (eV/Å):
O 0.34 -1.41 -0.52
N -0.75 -0.79 -1.19
C -0.85 0.35 0.85
C 0.16 -0.32 1.64
C -0.81 -0.03 -0.13
H 0.17 -0.05 0.00
H 0.27 0.08 -0.57
H 0.26 0.44 -0.25
H 0.09 -0.04 -0.55
H 0.08 0.13 -0.22
H -0.27 2.62 1.65
H 0.22 -0.24 0.02
H 0.31 -0.52 0.00
H 0.26 0.09 -0.54
H 0.70 -0.42 -0.05
H 0.25 -0.21 0.03
H -0.43 0.30 -0.16

***

ORCA calculation (ωB97M-V with the def2-TZVPD basis set) on a molecular structure, C29H57Cl3N2O3PSiSm.

Max |F| = 2.2 eV/A
M = 797.565 g mol⁻¹
Orbital gap (spin up / spin down) = 0.241 / 0.242 Eh
ΔE to the lowest compared entry with this formula, charge and spin = 0.0 kcal/mol
Spin multiplicity = 6

Atoms and positions in Å:
Sm1 0.306 -0.147 -0.290
Cl1 2.797 0.002 0.498
Cl2 -0.428 -2.366 0.955
Cl3 0.638 -3.141 -2.209
P1 0.069 -0.891 3.320
Si1 0.563 -4.940 -1.012
O1 -0.094 2.043 0.542
O2 0.867 0.025 -2.407
O3 -1.976 0.470 -0.553
N1 0.386 4.226 1.010
N2 -2.611 0.715 -2.741
C1 -1.142 -5.212 -0.265
C2 1.340 5.328 0.995
C3 1.309 2.382 -2.766
C4 1.615 -1.661 4.082
C5 1.733 -4.829 0.461
C6 0.708 5.100 -2.481
C7 -1.038 4.542 1.113
C8 0.746 2.974 0.752
C9 1.557 0.936 -3.194
C10 0.313 0.812 5.578
C11 -1.505 1.358 3.809
C12 -0.115 0.782 4.111
C13 -0.013 2.803 -2.709
C14 1.687 -0.737 -5.072
C15 1.257 0.638 -4.658
C16 0.557 1.465 -5.457
C17 -1.820 -1.900 5.327
C18 -2.684 -1.755 3.001
C19 0.266 1.189 -6.901
C20 2.038 4.664 -2.399
C21 -2.176 -0.630 -3.139
C22 2.300 -2.578 3.068
C23 2.331 3.306 -2.489
C24 1.468 -2.417 5.406
C25 -3.215 1.578 -3.768
C26 -0.320 4.155 -2.546
C27 1.017 -6.423 -2.070
C28 -1.410 -1.938 3.859
C29 -2.623 1.081 -1.448
H1 1.340 5.873 1.941
H2 1.673 -3.448 2.830
H3 1.136 -7.341 -1.470
H4 1.184 -1.777 6.248
H5 1.146 -5.098 1.360
H6 0.250 -6.626 -2.831
H7 2.634 0.742 -3.089
H8 -2.432 2.046 -4.387
H9 2.836 5.398 -2.266
H10 2.551 -5.581 0.390
H11 -0.353 0.206 6.208
H12 -2.490 -2.023 1.961
H13 -3.073 -0.729 3.023
H14 2.274 -0.788 4.247
H15 -0.794 2.068 -2.938
H16 -2.303 0.728 4.223
H17 -1.650 1.458 2.726
H18 -0.617 1.755 -7.225
H19 1.956 -6.285 -2.615
H20 1.086 6.053 0.218
H21 3.241 -2.948 3.499
H22 -3.876 0.987 -4.411
H23 1.820 2.720 0.740
H24 2.198 -3.829 0.604
H25 0.468 6.165 -2.455
H26 -1.214 -0.564 -3.669
H27 0.871 -1.432 -4.801
H28 2.444 -2.854 5.653
H29 -1.378 5.094 0.231
H30 -1.016 -2.952 3.641
H31 1.868 -0.797 -6.151
H32 -1.689 -5.961 -0.848
H33 -1.600 3.606 1.191
H34 -1.004 -2.111 6.017
H35 2.596 -1.073 -4.554
H36 3.351 2.922 -2.441
H37 0.619 1.377 3.537
H38 -1.368 4.465 -2.520
H39 1.076 1.519 -7.567
H40 -1.764 -4.313 -0.180
H41 -3.469 -2.439 3.366
H42 -3.250 1.962 -1.212
H43 1.342 0.463 5.707
H44 2.345 4.939 0.796
H45 -2.055 -1.263 -2.252
H46 -1.019 -5.625 0.750
H47 -2.569 -2.690 5.486
H48 -1.594 2.355 4.260
H49 0.091 0.126 -7.137
H50 0.277 1.845 5.940
H51 -3.793 2.361 -3.260
H52 0.754 -3.245 5.307
H53 -2.941 -1.058 -3.797
H54 2.542 -2.028 2.150
H55 -1.223 5.175 1.982
H56 0.163 2.413 -5.081
H57 -2.293 -0.951 5.612

Forces on the atoms, in the same order (eV/Å):
Sm 0.52 -0.79 0.18
Cl 0.07 0.33 -0.04
Cl 0.12 -0.78 -1.55
Cl 0.02 -0.94 0.29
P -0.16 0.94 -0.48
Si -0.09 0.26 0.81
O 1.29 1.57 0.51
O -0.60 0.13 0.82
O -1.54 0.88 -1.35
N -0.22 -0.10 -0.15
N -0.87 0.10 0.57
C -0.40 -0.20 -0.33
C 0.19 -0.07 0.15
C -0.02 -0.12 -0.14
C -0.29 0.22 0.22
C 0.76 -0.04 -0.03
C -0.04 -0.24 0.37
C -0.05 0.00 -0.13
C -0.74 -1.37 -0.35
C 0.48 0.02 0.23
C -0.47 0.54 0.18
C 0.21 0.03 0.31
C 0.51 -0.48 0.41
C -0.21 0.34 -0.29
C -0.09 -0.27 -0.19
C -0.64 0.97 -0.07
C 0.46 -0.43 0.29
C -0.23 -0.26 0.33
C 0.08 -0.17 -0.23
C -0.35 -0.09 -0.62
C -0.25 0.12 0.10
C 0.46 0.20 -0.22
C 0.08 0.08 -0.06
C -0.25 -0.50 -0.51
C 0.19 0.02 0.09
C 0.17 -0.16 0.36
C 0.02 0.01 -0.10
C -0.02 -0.06 -0.52
C 0.30 -0.15 0.03
C 1.00 -1.10 0.24
H -0.03 -0.21 0.10
H 0.16 0.30 0.03
H -0.14 0.40 0.02
H -0.10 -0.15 -0.20
H 0.29 0.33 -0.40
H 0.10 0.06 0.21
H 0.20 0.13 0.11
H -0.26 -0.20 0.19
H -0.18 -0.24 -0.07
H -0.41 0.45 -0.10
H 0.23 0.17 -0.15
H -0.15 0.21 0.28
H 0.06 -0.28 0.09
H -0.21 -0.23 -0.13
H 0.46 0.43 0.36
H 0.21 0.27 -0.10
H -0.04 -0.13 0.19
H 0.09 -0.20 0.05
H -0.03 0.10 0.13
H -0.05 -0.23 -0.11
H -0.14 0.02 -0.08
H 0.10 0.14 0.16
H -0.23 0.38 -0.06
H -0.41 -0.69 -0.07
H 0.12 -0.30 0.06
H -0.25 -0.13 0.19
H 0.44 0.04 -0.15
H -0.14 -0.02 0.04
H 0.12 -0.10 -0.02
H -0.24 0.34 0.07
H -0.07 -0.07 0.22
H -0.04 0.02 -0.01
H 0.17 0.31 0.04
H -0.03 0.17 -0.06
H -0.30 0.15 -0.02
H -0.14 0.27 -0.03
H -0.16 -0.11 0.17
H 0.30 0.04 -0.12
H -0.02 -0.03 0.22
H 0.30 -0.25 -0.08
H 0.20 0.27 0.04
H 0.38 -0.21 -0.05
H -0.20 0.01 -0.04
H -0.25 0.08 0.06
H -0.04 0.22 -0.24
H 0.03 0.19 -0.33
H 0.05 0.19 0.05
H -0.03 -0.06 -0.06
H 0.01 0.37 0.21
H 0.00 -0.01 0.20
H 0.12 -0.13 -0.25
H 0.13 0.18 0.09
H 0.12 0.08 0.14
H -0.16 -0.28 0.16
H 0.12 -0.12 0.07
H 0.43 -0.26 -0.07
H 0.15 -0.17 -0.08